C28H32N8ReSe | ωB97M-V with the def2-TZVPD basis set

The geometry in XYZ format:
```
70
Properties=species:S:1:pos:R:3:mulliken_charge:R:1
Re 0.41070 0.91134 -0.45536 1.17
C 3.13490 0.66404 1.68614 -1.41
C 2.17520 1.26554 2.65684 1.20
C 2.66180 2.07044 3.69084 -0.83
C 1.81070 2.62294 4.64014 -0.92
C 0.45380 2.37094 4.55814 -0.93
C -0.08890 1.59004 3.52714 1.70
C -1.56000 1.41604 3.48754 -1.35
C 0.78850 1.01944 2.56804 -1.04
N 0.28410 0.22224 1.52394 0.16
C -0.37650 -0.90426 1.74134 1.24
C -0.44570 -1.59436 3.04694 -2.14
C -0.95030 -1.51126 0.55834 0.53
C -1.86020 -2.66966 0.66104 -2.08
N -0.62440 -0.93246 -0.58946 0.27
C -0.84360 -1.57426 -1.81576 -0.30
C -0.35260 -2.89036 -2.03616 1.48
C 0.63290 -3.53536 -1.13126 -1.81
C -0.73070 -3.56756 -3.19966 -0.84
C -1.49250 -2.95356 -4.17486 -0.99
C -1.85140 -1.61686 -4.01616 -1.00
C -1.51820 -0.91086 -2.86496 0.51
C -1.90610 0.52254 -2.73466 -0.51
H 4.10810 0.52764 2.15334 0.55
H 3.27840 1.34674 0.84214 0.28
H 2.78700 -0.29946 1.31704 0.21
H 3.72650 2.23454 3.76784 0.51
H 2.20680 3.24014 5.43274 0.48
H -0.21530 2.77144 5.30414 0.58
H -2.05450 2.34724 3.76304 0.59
H -1.85800 0.69854 4.25674 0.36
H -1.93100 1.07804 2.52414 -0.07
H 0.21220 -1.13936 3.78144 0.43
H -0.16720 -2.64316 2.92844 0.53
H -1.45640 -1.60726 3.45764 0.46
H -2.58240 -2.52356 1.46574 0.56
H -1.31910 -3.58516 0.90614 0.42
H -2.39060 -2.83486 -0.27386 0.45
H 1.06090 -2.84696 -0.40606 0.27
H 1.42880 -3.96806 -1.73556 0.51
H 0.18450 -4.38366 -0.61356 0.36
H -0.38780 -4.58296 -3.33036 0.58
H -1.76860 -3.47726 -5.07866 0.46
H -2.42810 -1.11446 -4.77916 0.50
H -2.43860 0.86684 -3.61806 0.59
H -1.00130 1.14704 -2.63736 -0.01
H -2.55530 0.68354 -1.87166 0.04
Se -0.05080 3.98364 -0.94096 0.47
N -0.90610 2.44684 -0.26986 -0.14
C -2.23000 2.66924 -0.33356 1.02
C -3.26750 1.80994 0.07964 0.15
C -4.57800 2.19694 -0.10036 -0.71
C -4.91020 3.42894 -0.68996 -0.73
C -3.93450 4.30864 -1.09916 -0.64
C -2.58480 3.94294 -0.92556 0.49
N -1.54900 4.67824 -1.28976 -0.57
H -3.03550 0.85394 0.52574 0.21
H -5.37650 1.54234 0.21714 0.51
H -5.94810 3.68784 -0.82096 0.48
H -4.17140 5.26814 -1.53396 0.54
N 5.31120 -2.65976 -2.22816 -0.25
C 5.26840 -1.33756 -2.27026 0.62
N 6.33790 -0.64126 -2.59736 -0.30
N 4.14720 -0.66506 -1.98916 -0.32
C 3.04260 -0.37976 -1.57256 0.90
N 1.99600 0.01844 -1.16506 -0.40
H 6.16870 -3.14276 -2.47076 0.26
H 4.53960 -3.23016 -1.91996 0.16
H 7.20940 -1.09696 -2.83316 0.23
H 6.33060 0.36664 -2.65616 0.24
```

Maximum force = 0.068 hartree/bohr
Charge = +4
Spin multiplicity = 2
LUMO level (alpha / beta) = -0.5446 / -0.5297 hartree
Expectation value of S² = 0.7927
E_tot = -4002.37446 a.u.



C4H8N2O | ωB97M-V with the def2-TZVPD basis set

The geometry in XYZ format:
```
15
Properties=species:S:1:pos:R:3:mulliken_charge:R:1
C 1.65756 0.47591 -1.00655 -1.02
C 0.63025 0.36146 -0.17525 0.69
C -0.05518 1.48880 0.52201 -1.09
N 0.15863 -0.99975 0.29224 -0.21
O -0.20667 -1.19535 1.63608 -0.41
H 2.02832 1.44517 -1.29359 0.28
H 2.15049 -0.37954 -1.43958 0.26
H -1.13260 1.43107 0.36657 0.28
H 0.12512 1.42895 1.59516 0.27
H 0.31649 2.44233 0.15538 0.39
H 0.81793 -1.72985 0.03155 0.22
H -1.18399 -1.27173 1.62713 0.34
C -1.66704 -1.24211 -0.74937 0.36
N -2.49733 -1.47882 0.02256 -0.63
H -1.14198 -0.77653 -1.58434 0.27
```

SMILES string = C=C(C)NO.C#N
Maximum force = 0.058 hartree/bohr
Charge = 0
Spin multiplicity = 1
ΔE to the lowest compared entry with this formula, charge and spin = 104.4 kcal/mol
LUMO level = 0.0308 hartree
E_tot = -341.83724 a.u.



C16H31ClINO8Si2 | ωB97M-V with the def2-TZVPD basis set

The geometry in XYZ format:
```
60
Properties=species:S:1:pos:R:3:mulliken_charge:R:1
C 3.95599 -4.58283 0.70718 0.02
C 3.85423 -3.49572 1.19275 -1.00
C 3.69250 -2.10362 1.67962 0.10
C 3.99155 -1.17389 0.47553 -0.49
C 4.15419 0.32497 0.83461 -0.82
Si 2.72626 1.16940 1.70599 0.46
O 2.06997 0.20099 2.98067 -0.31
N 0.84528 0.78632 3.41121 0.43
O 1.02152 1.77172 4.00877 -0.36
O 1.51480 1.78204 0.72078 -0.41
Si 0.82884 0.75183 -0.39152 0.60
O 1.87737 0.54027 -1.67164 -0.46
Cl -0.79273 1.81746 -1.20826 -0.42
C 0.19250 -0.87651 0.28746 -0.35
C -1.35625 -1.05657 0.23337 -0.31
C -1.74874 -1.98422 1.41475 -1.54
I -1.80909 -2.10922 -1.58760 0.07
H 3.75349 -5.50491 0.21647 0.44
H 2.62505 -2.01655 1.90353 0.01
H 4.32375 -1.91787 2.54936 0.47
H 4.95617 -1.50417 0.06629 0.48
H 3.25573 -1.38647 -0.30381 0.10
H 4.47460 0.91626 -0.03149 0.38
H 5.00173 0.37818 1.53806 0.51
H 3.29229 2.34339 2.39290 -0.30
H 1.81022 -0.37159 -1.98272 0.27
H 0.51682 -1.11721 1.30606 0.15
H 0.61750 -1.66200 -0.35537 0.61
H -1.92412 -0.13985 0.38315 0.39
H -2.83699 -2.09072 1.40315 0.47
H -1.52166 -1.41411 2.32605 0.30
H -1.23261 -2.94432 1.37487 0.46
O -4.11143 -1.15767 3.89649 -0.54
C -4.18398 0.03067 3.75708 0.80
O -3.76454 0.58627 2.60329 -0.33
C -3.97653 1.95597 2.24784 -0.51
C -2.89131 2.84853 2.81442 -0.79
C -4.64740 0.92823 4.87901 -1.10
H -4.97775 2.28210 2.53408 0.43
H -3.93886 1.98890 1.15929 0.34
H -2.88483 2.83037 3.90476 0.27
H -3.03403 3.87897 2.48748 0.39
H -1.90924 2.50811 2.48263 0.09
H -3.80585 1.13408 5.53939 0.26
H -5.41891 0.40248 5.43723 0.33
H -5.08659 1.86554 4.54492 0.35
O 1.17478 -2.13063 -4.58249 -0.58
C 0.84042 -1.00293 -4.82574 0.76
O -0.46561 -0.70788 -4.92907 -0.35
C -0.97506 0.62575 -5.01762 -0.13
C -0.97470 1.12501 -6.44819 -1.11
C 1.86098 0.07512 -5.10778 -0.98
H -0.43773 1.29320 -4.34192 0.17
H -1.99989 0.57502 -4.65217 0.36
H 0.03540 1.17434 -6.85640 0.28
H -1.41877 2.11941 -6.50604 0.38
H -1.54476 0.44818 -7.08545 0.30
H 2.15627 0.01817 -6.15487 0.32
H 2.73199 -0.10699 -4.48155 0.29
H 1.51776 1.08123 -4.87878 0.32
```

Maximum force = 0.040 hartree/bohr
Charge = 0
Spin multiplicity = 1
ΔE to the lowest compared entry with this formula, charge and spin = 8.4 kcal/mol
LUMO level = -0.0182 hartree
E_tot = -2621.90005 a.u.



C26H24Cl2O4PPbSi | ωB97M-V with the def2-TZVPD basis set

The geometry in XYZ format:
```
59
Properties=species:S:1:pos:R:3:mulliken_charge:R:1
Pb -1.33135 -1.54243 -0.82946 1.42
Cl -7.49120 1.20324 2.94466 -0.12
C -6.05464 0.92106 2.04116 0.17
C -5.19711 1.98419 1.79470 -0.49
C -4.02436 1.84591 1.07046 0.26
Cl -3.03522 3.22948 0.88919 -0.10
C -3.70627 0.57222 0.42370 0.41
O -2.69830 0.48061 -0.37221 -0.57
C -4.60183 -0.56940 0.73127 0.91
C -4.37835 -1.92549 0.38412 -0.14
O -3.53870 -2.48647 -0.42777 -0.64
C -5.74349 -0.34640 1.53076 -0.75
H -5.48424 2.96482 2.19048 0.43
H -5.08055 -2.61751 0.84315 0.41
H -6.39624 -1.18813 1.77577 0.40
O 1.94821 -2.99662 -3.77736 -0.63
C 1.44494 -2.34010 -2.85693 0.37
O 0.15170 -2.49095 -2.44621 -0.63
C 2.22823 -1.20845 -2.14759 -0.64
P 1.11245 0.18545 -1.90192 0.65
C 0.87450 0.84781 -3.54872 0.51
C -0.00052 1.89242 -3.67230 -0.37
C -0.32166 2.41603 -4.92986 -0.80
C 0.28365 1.86021 -6.04749 -0.44
C 1.19753 0.81935 -5.91706 -0.76
C 1.46538 0.25485 -4.66942 -0.42
C 1.92675 1.45533 -0.91118 0.47
C 1.93971 1.25851 0.48360 -0.31
C 2.45961 2.27080 1.29498 -0.47
C 3.01403 3.42628 0.76152 -0.65
C 2.93906 3.62699 -0.62157 -0.64
C 2.40050 2.65035 -1.44097 -0.18
H 3.07648 -0.96748 -2.80869 0.45
H 2.52389 -1.69805 -1.22069 0.43
H -0.44739 2.27198 -2.75713 0.46
H -1.01629 3.22235 -5.04415 0.44
H 0.03280 2.17519 -7.04597 0.41
H 1.73700 0.45457 -6.76898 0.44
H 2.08247 -0.63550 -4.55550 0.29
H 1.53633 0.34564 0.87716 0.23
H 2.47196 2.15862 2.37159 0.39
H 3.47600 4.15790 1.42822 0.40
H 3.34876 4.52607 -1.06996 0.40
H 2.35607 2.81986 -2.51798 0.39
C 1.79600 -0.57412 4.04768 -0.87
Si 1.41242 -2.35034 3.62968 0.01
C 0.29872 -3.20578 4.85429 -0.93
C 2.96548 -3.39056 3.31066 -0.97
C 0.43701 -2.22966 2.01538 0.40
C -0.25495 -1.94902 1.05239 -0.76
H 2.13094 -0.49515 5.11313 0.41
H 0.91554 0.11299 3.93791 0.30
H 2.59043 -0.14928 3.41798 0.17
H 0.77871 -3.22955 5.84986 0.32
H 0.18054 -4.28039 4.53567 0.27
H -0.70310 -2.76133 4.92167 0.31
H 3.52061 -3.53978 4.26193 0.32
H 3.66708 -2.84599 2.62957 0.30
H 2.78424 -4.39716 2.89279 0.33
```

Maximum force = 0.100 hartree/bohr
Charge = +1
Spin multiplicity = 1
ΔE to the lowest compared entry with this formula, charge and spin = 31.5 kcal/mol
LUMO level (alpha / beta) = -0.2283 / -0.2500 hartree
E_tot = -3049.83435 a.u.



C22H42N3O5ReSSb | ωB97M-V with the def2-TZVPD basis set

The geometry in XYZ format:
```
75
Properties=species:S:1:pos:R:3:mulliken_charge:R:1
Re 0.75171 0.61793 -0.04484 1.03
C -1.65077 0.89078 4.67045 -1.00
N -2.40823 1.08021 3.43494 0.18
C -3.68944 1.77798 3.53457 -0.89
C -1.92540 0.64264 2.27511 0.43
O -0.83101 0.07819 2.15650 -0.54
C -2.80178 0.86987 1.05323 -1.01
O -2.09278 0.43127 -0.08971 0.02
C -2.50157 1.05724 -1.27625 -0.98
C -1.35847 0.97185 -2.27114 0.61
O -0.26363 0.42834 -1.94843 -0.98
N -1.56409 1.44052 -3.48132 0.22
C -2.82949 2.07370 -3.86383 -0.91
C -0.53058 1.34926 -4.51538 -1.05
H -1.28691 1.84962 5.04171 0.36
H -0.80725 0.23920 4.47835 0.21
H -2.29470 0.44122 5.42474 0.40
H -3.69998 2.68655 2.93073 0.30
H -3.84242 2.06338 4.57049 0.40
H -4.52136 1.14036 3.23317 0.32
H -3.03802 1.93542 0.97102 0.44
H -3.73872 0.31188 1.15776 0.54
H -2.74612 2.11196 -1.10849 0.53
H -3.38075 0.55298 -1.69344 0.53
H -3.67611 1.41111 -3.68946 0.34
H -2.78988 2.30024 -4.92423 0.40
H -2.98367 3.00446 -3.31790 0.32
H 0.36908 0.91342 -4.09825 0.27
H -0.30947 2.34402 -4.89916 0.40
H -0.89208 0.72705 -5.33321 0.39
O 2.45834 -0.16779 -0.86431 -0.65
N 3.64859 0.01658 -0.25597 0.34
C 4.74750 -0.34143 -0.95246 -0.23
C 5.98485 -0.22184 -0.38457 -0.80
C 6.09195 0.27082 0.91798 -0.29
C 4.95362 0.63928 1.59974 -0.87
C 3.70473 0.51196 0.99391 0.77
S 2.22346 0.97096 1.76573 -0.43
H 4.56543 -0.70328 -1.95315 0.49
H 6.85564 -0.50420 -0.95734 0.46
H 7.06110 0.36751 1.38732 0.44
H 4.99476 1.03649 2.60406 0.47
C -1.08858 4.38158 0.85411 -1.27
C 0.15655 3.51682 0.85030 0.73
C 1.29963 4.18173 0.10085 -1.41
O -0.16239 2.25672 0.24778 0.19
H -0.85715 5.36179 1.26901 0.51
H -1.88162 3.93327 1.45773 0.15
H -1.45606 4.52006 -0.16538 0.26
H 0.46969 3.33951 1.88532 0.23
H 0.99825 4.38705 -0.92883 0.31
H 2.17572 3.53106 0.08857 0.19
H 1.57699 5.12261 0.57438 0.47
C 2.80298 -3.57952 -0.67242 -1.12
C 1.40576 -3.27774 -1.20912 -0.72
Sb 0.21161 -2.06076 0.09490 0.64
C 0.36714 -3.03119 2.00233 -0.78
C 1.61869 -2.65416 2.78878 -0.96
C -1.77176 -2.58349 -0.53433 -0.22
C -1.92951 -4.07811 -0.80404 -1.44
H 3.39369 -4.08279 -1.43884 0.40
H 2.76207 -4.24015 0.19357 0.33
H 3.33944 -2.67550 -0.38396 0.12
H 0.84315 -4.20092 -1.33984 0.56
H 1.44198 -2.75878 -2.16711 0.41
H 0.33433 -4.09981 1.78631 0.59
H -0.53954 -2.75023 2.53763 0.43
H 2.52485 -3.01947 2.30409 0.26
H 1.57647 -3.09269 3.78638 0.41
H 1.69802 -1.57489 2.90579 0.14
H -1.98562 -1.99451 -1.42585 0.16
H -2.43591 -2.25449 0.26455 0.28
H -1.33097 -4.40575 -1.65247 0.39
H -2.97076 -4.29946 -1.04117 0.42
H -1.65930 -4.68120 0.06409 0.32
```

Maximum force = 0.013 hartree/bohr
Charge = +2
Spin multiplicity = 4
ΔE to the lowest compared entry with this formula, charge and spin = 7.9 kcal/mol
LUMO level (alpha / beta) = -0.2090 / -0.2290 hartree
Expectation value of S² = 3.7739
E_tot = -2120.13103 a.u.



C7H9N2 | ωB97M-V with the def2-TZVPD basis set

The geometry in XYZ format:
```
18
Properties=species:S:1:pos:R:3:mulliken_charge:R:1
C 0.24239 -2.57173 -1.16672 -0.24
C 0.82880 -1.94813 -0.04830 0.40
C -1.31092 -2.32339 -1.04105 -0.18
C -0.35555 -0.04422 -1.47702 -0.72
C 0.36434 0.40010 -0.13957 0.20
C 0.30331 1.76854 1.90239 -1.12
C -0.54803 0.93792 0.95029 -0.44
N 0.87680 -0.85926 0.41513 -0.21
N -0.67122 -1.38961 -1.60427 0.22
H 0.82468 -3.28387 -1.80952 0.34
H -1.36833 0.50422 -1.73744 0.37
H 0.29565 0.21166 -2.23920 0.31
H 1.23486 1.10035 -0.32573 0.44
H 1.08480 1.00708 2.23891 0.31
H -0.41760 2.28235 2.56746 0.36
H 0.81418 2.49687 1.24575 0.31
H -1.37479 1.62863 0.65069 0.39
H -0.82335 0.08251 1.61820 0.27
```

Maximum force = 0.069 hartree/bohr
Charge = +1
Spin multiplicity = 1
ΔE to the lowest compared entry with this formula, charge and spin = 170.8 kcal/mol
LUMO level = -0.2345 hartree
E_tot = -381.13159 a.u.